The following is a DFT calculation (ωB97M-V/def2-TZVPD) of a cluster of 15 separate species, C38H104N2O25 in total in a non-equilibrium geometry.

XYZ file:
```
169
Properties=species:S:1:pos:R:3:forces:R:3:mulliken_charge:R:1
H -19.75571 -9.84603 -12.08498 -0.3 -0.3 -0.7 0.2890
H -28.09691 -2.65864 -14.77905 -0.3 -0.2 0.1 0.2966
O -17.46021 -2.37178 -17.16951 -0.5 0.7 -0.7 -0.4916
H -34.75146 -4.19300 -11.86074 -0.5 -0.6 0.7 0.3070
H -31.66935 -7.72165 -26.80184 0.3 -0.2 -0.2 0.4225
C -20.38360 2.19058 -8.17831 1.4 -2.5 -1.2 -0.3768
O -26.59174 -4.05058 -18.00444 0.8 1.3 0.6 -0.5263
H -31.88915 -4.64800 -23.69950 0.2 0.3 0.0 0.3231
C -30.16348 -11.19236 -11.16034 0.3 1.5 0.7 1.6264
H -34.00508 2.66972 -16.06291 0.7 -0.4 0.3 0.2583
C -24.76122 1.25633 -24.07864 -1.1 -0.2 0.0 -0.4893
H -17.46673 -4.52595 -15.64448 0.5 0.3 -0.6 0.2422
H -24.33349 -9.38187 -21.02999 -0.2 0.0 -0.5 0.2372
O -21.31341 -9.71399 -19.75259 0.8 -0.9 0.2 -0.5017
C -17.55493 -2.34522 -15.76660 0.3 -2.0 0.4 -0.2705
H -28.34840 -13.07364 -14.54258 -0.1 0.6 -0.6 0.4077
H -32.29745 -6.88237 -23.07668 0.2 0.4 -0.5 0.2982
H -24.15477 3.33434 -16.74142 0.0 0.1 -0.4 0.2665
O -36.72078 -5.65163 -12.51051 -0.3 -1.3 -0.4 -0.5119
O -25.94475 4.03694 -15.09624 0.3 0.2 -0.4 -0.5333
H -33.39654 -4.37122 -27.68457 0.5 -0.4 -0.1 0.4768
H -21.07231 -11.00691 -11.52176 0.1 -0.1 -0.6 0.2901
O -20.08206 3.49103 -8.08249 -0.1 3.4 1.1 -0.5003
C -29.63963 -11.45926 -13.63196 -0.1 -0.5 -1.1 1.5793
C -25.84929 -3.41314 -16.91573 -0.6 -1.4 0.1 -0.4537
C -32.81450 -4.93323 -25.65255 -0.9 0.5 0.5 1.5899
O -19.51974 -3.01987 -23.68034 -1.0 0.7 0.0 -0.4934
C -30.75799 -10.04306 -10.21554 1.6 -1.1 0.2 -1.8339
N -29.77932 -10.56145 -12.44906 -1.4 -0.5 -0.8 0.1508
H -30.42642 -6.21052 -24.48567 0.1 0.0 0.1 0.3261
C -23.31453 -9.73614 -21.18595 0.3 -0.6 1.4 -0.2917
H -31.69785 -11.82662 -14.20326 -0.1 0.3 -0.1 0.4665
H -25.53094 -4.24574 -16.28841 0.3 0.0 0.3 0.2749
H -33.59196 -4.50506 -23.60331 -0.3 0.3 -0.2 0.3380
H -33.54670 4.14435 -17.90500 0.2 -0.8 -0.5 0.3006
H -30.42932 -9.68134 -14.70837 -0.2 -0.1 0.6 0.4409
C -23.90790 4.34386 -16.41276 -0.7 0.2 1.8 -0.2401
C -28.37007 -12.38314 -13.69947 -0.2 0.4 0.6 -1.7395
H -19.03555 -5.55317 -23.87373 -0.3 -0.1 0.3 0.3274
H -29.98945 -9.36410 -9.84613 0.2 0.3 -0.6 0.4117
H -33.94778 -7.35829 -23.26451 -0.1 -0.1 0.0 0.4206
H -29.14313 -8.81119 -12.87066 -0.1 0.1 0.1 0.3404
H -32.60421 5.21364 -17.13198 0.8 0.2 0.8 0.3219
C -18.21685 -4.97901 -23.43993 0.2 -2.2 0.2 -0.5637
H -30.09137 -11.00475 -15.71157 0.7 -0.1 -0.3 0.3942
O -31.76311 3.26537 -17.30470 0.3 0.3 -0.3 -0.4797
H -34.66485 -8.80695 -25.25400 -0.1 0.1 -0.4 0.4050
C -19.89774 -10.00234 -9.99106 -2.6 0.7 -1.7 -0.3670
C -31.51462 -7.56932 -25.73369 0.0 0.9 -0.5 -1.1309
O -18.27922 -5.17379 -21.99960 -0.5 0.1 -1.1 -0.4934
H -17.91672 -4.43465 -21.50580 0.2 0.2 -0.2 0.3284
H -19.10744 -10.74186 -9.86209 0.4 0.4 -0.5 0.3189
H -28.74843 -9.99770 -14.95655 0.1 -0.2 -0.5 0.4206
H -31.59276 -9.50663 -10.66664 0.2 -0.2 -0.1 0.4354
H -37.28004 -4.06319 -13.55731 0.1 0.9 0.1 0.2954
C -33.70393 -8.67639 -25.75170 0.9 0.4 1.2 -1.8070
O -23.50805 1.54300 -23.53754 0.3 -0.4 0.4 -0.5173
C -35.60080 -3.68926 -12.32223 1.8 3.3 0.1 -0.4288
C -18.29260 -3.61285 -23.93848 0.8 1.2 0.3 -0.2938
C -33.65936 3.68845 -15.88753 -1.0 0.8 -0.8 -0.4548
H -26.06872 4.39721 -14.21509 0.0 0.0 -0.1 0.3050
H -23.06830 -10.74234 -19.39459 0.4 0.2 0.6 0.3041
H -37.24681 -6.08152 -13.18882 -0.3 -0.9 0.5 0.3078
C -20.61489 -10.02113 -11.43748 1.8 -0.5 1.6 -0.3713
H -23.61283 5.01262 -17.22133 0.9 -0.4 0.0 0.2866
C -31.32416 -13.08523 -12.53807 1.1 0.3 -0.1 -0.8027
H -19.71545 2.46438 -10.21499 -0.6 0.4 -0.1 0.2949
H -24.93959 -2.90859 -17.24129 -0.3 0.0 -0.6 0.3393
H -22.40044 -9.38525 -11.40750 -0.2 0.4 0.1 0.3020
O -27.76109 -3.23883 -15.46622 -0.4 -0.5 -0.1 -0.5391
H -22.92533 -11.11562 -22.55421 0.0 0.0 0.0 0.2853
H -25.50623 -1.53861 -22.50230 0.0 0.0 0.0 0.2953
H -16.52882 -2.37456 -15.40010 0.0 0.4 0.6 0.2073
H -26.10130 -2.18147 -15.16770 0.7 0.1 -0.3 0.3147
H -32.65075 -3.15026 -24.34678 0.0 -0.1 0.1 0.4125
C -32.74420 -4.23004 -24.23081 -0.3 -1.4 -0.5 -1.6375
C -29.71108 -10.49250 -14.82777 0.3 0.0 -0.2 -1.9820
H -30.90611 -8.38019 -25.33329 -0.7 -0.5 0.2 0.3906
C -32.94626 -7.54114 -23.65389 -0.3 0.0 0.8 -1.7497
O -20.87549 -10.17886 -9.00137 -0.7 0.2 1.1 -0.5253
H -20.98683 -8.93192 -20.20349 -0.3 0.1 0.0 0.2927
O -25.38976 -2.35647 -9.23132 0.2 0.2 -0.1 -0.6416
C -30.66521 -6.33000 -25.54245 0.1 -0.2 0.3 -0.6661
O -18.32332 -3.82854 -14.00473 -0.7 0.2 0.8 -0.5041
H -32.30520 -11.64964 -11.25366 0.1 0.2 -0.1 0.4660
H -22.75198 -9.00142 -21.76199 0.0 -0.2 -0.5 0.3194
H -31.03862 -10.51515 -9.27401 -0.6 -0.3 -0.1 0.4417
H -27.07639 -1.63466 -16.51250 0.2 0.1 -0.5 0.2998
H -31.23620 -5.13399 -27.16899 -0.6 -0.5 -0.4 0.4614
H -24.96754 5.81085 -15.22143 0.0 0.6 -0.7 0.3321
C -33.43220 -3.95141 -26.67930 -0.3 -0.4 -0.7 -1.9849
H -20.95402 3.86322 -8.23331 0.2 1.2 -0.1 0.3143
H -26.63736 0.28276 -23.58243 -0.1 0.1 -0.2 0.3042
H -19.68399 -8.93478 -9.93894 1.0 -0.2 0.5 0.2554
H -17.32932 -5.45595 -23.85576 0.4 0.0 0.3 0.2798
O -36.51003 -2.98695 -11.50790 -0.3 -0.2 1.2 -0.5257
H -29.73269 -6.46808 -26.08967 0.2 0.0 0.2 0.3992
H -33.23236 4.78262 -14.40790 0.2 0.0 0.3 0.3183
H -21.12617 -11.08969 -8.83061 0.3 -0.1 -0.3 0.2979
C -25.61432 0.30631 -23.20700 0.4 -0.3 -0.3 -0.3137
H -28.03485 -11.60520 -11.10691 0.0 -0.1 0.1 0.3330
H -22.20886 1.26642 -9.69087 -0.6 0.1 -0.2 0.3187
O -34.95256 -6.11798 -25.43798 0.5 0.0 0.7 -0.4724
H -32.27874 -13.58840 -12.69198 0.0 -0.1 0.2 0.3927
H -17.47896 -3.08051 -23.44582 0.2 0.6 0.3 0.2632
H -19.06616 -4.01289 -15.88833 -0.2 0.8 -0.4 0.3616
N -33.57554 -6.25943 -25.72723 1.9 2.1 -1.2 0.3068
H -31.94989 -1.02106 -17.94196 0.0 0.3 -0.1 0.3211
H -28.80528 -11.61437 -9.53086 0.1 0.1 0.1 0.4722
H -32.63373 -8.53168 -23.32336 -0.2 -0.2 -0.2 0.4229
H -35.33588 -5.99637 -26.30969 -0.1 -0.1 -0.1 0.3435
O -28.71139 -9.53026 -12.40360 -0.9 -2.1 0.5 -0.4480
H -35.07679 -2.88740 -12.84238 0.2 -0.1 -0.9 0.3276
O -22.87016 4.23683 -15.39034 -0.1 0.9 -1.4 -0.5221
H -21.35195 2.00836 -7.71226 0.1 -0.7 0.2 0.2837
H -17.37068 -1.47030 -17.48717 0.1 0.0 -0.1 0.2901
H -30.86865 0.98319 -11.52776 -0.1 0.2 -0.1 0.3210
O -25.07830 -1.03765 -23.20053 0.2 0.8 -0.3 -0.5181
H -19.56598 1.60367 -7.75980 -0.1 -0.1 0.6 0.3263
H -19.97173 -3.49956 -22.98233 0.0 0.0 0.1 0.3367
O -21.55787 -8.99645 -11.65347 0.2 -0.4 0.4 -0.4897
C -28.93374 -11.91131 -10.57174 0.2 0.5 1.0 -1.7684
C -30.87299 -12.42759 -13.82045 -1.1 1.6 0.8 -1.1806
C -31.34228 -12.15846 -11.29826 -0.4 -1.3 -1.5 -1.2045
O -33.04942 3.86992 -14.64267 0.6 -0.3 0.6 -0.5047
C -32.94137 -7.43528 -25.17429 -0.4 -1.5 0.1 1.3884
H -34.61685 4.20721 -15.84069 -0.2 0.5 -0.4 0.3216
C -18.14514 -3.71194 -15.38907 0.6 -0.6 -0.4 -0.4626
O -23.31607 -11.08017 -21.67804 0.1 0.6 -0.5 -0.5064
H -32.87344 -3.01756 -26.74115 0.1 0.0 0.3 0.4162
H -27.46065 -11.78440 -13.64892 0.1 -0.1 -0.1 0.3373
H -26.28533 -2.13219 -8.97858 -0.2 0.1 0.0 0.3173
C -26.67500 -2.52500 -16.02849 -0.2 0.7 0.4 -0.3216
H -27.38156 -4.38751 -17.57518 -0.2 -0.1 0.0 0.3150
H -31.16035 3.39435 -16.56875 0.2 -0.1 0.1 0.3007
O -21.81301 2.08966 -9.98613 0.1 -0.2 -1.3 -0.5159
H -33.07064 -9.50555 -25.43620 -0.2 -0.4 -0.2 0.4015
H -31.34554 -12.90438 -10.50349 0.2 0.6 0.7 0.3840
C -36.34390 -4.50795 -13.21977 -1.2 -0.9 -1.5 -0.4018
H -25.64069 0.68595 -22.18559 0.1 0.2 0.1 0.2848
H -30.53065 -13.82930 -12.46893 -0.2 -0.5 1.0 0.3211
H -25.31351 2.19076 -24.17819 0.0 0.1 0.1 0.3255
H -30.75351 -13.24543 -14.53105 0.7 0.4 -0.3 0.4101
C -20.44667 1.86760 -9.66978 -0.1 -1.0 1.7 -0.3968
H -25.26556 -3.24888 -8.90821 0.1 -0.2 0.1 0.3245
H -33.73621 -8.63954 -26.84060 -0.3 0.1 0.1 0.4358
H -35.81293 -4.73199 -14.14496 0.5 -0.2 0.0 0.3362
H -25.86364 5.24172 -16.76047 0.2 0.4 0.1 0.2546
H -23.14171 3.87400 -14.54404 -0.7 -0.2 -0.3 0.2870
C -25.20975 5.00978 -15.91980 0.2 -2.0 1.5 -0.4364
H -30.80645 -4.20173 -25.89583 0.0 0.1 0.7 0.3843
H -28.35209 -13.10185 -12.88018 -0.1 0.3 0.4 0.4035
H -18.07029 -3.49253 -24.99877 -0.1 -0.5 -0.1 0.3088
H -20.11124 0.83416 -9.75696 -0.4 -0.4 -0.6 0.2514
C -22.70927 -9.78528 -19.77302 -0.6 0.9 -1.3 -0.4063
H -23.10965 -8.91409 -19.25453 -0.3 -0.2 0.5 0.2679
H -19.12269 -4.35903 -13.97034 0.0 0.0 0.9 0.3231
H -34.49187 -3.69843 -26.64478 -0.1 0.0 1.0 0.3927
H -30.55182 0.16248 -10.29572 0.0 0.0 0.2 0.3219
C -32.82667 4.14754 -17.08668 -1.8 -0.2 0.1 -0.3823
H -24.59403 0.87027 -25.08417 -0.5 -0.3 -0.2 0.3003
H -31.61977 -2.13860 -16.97551 0.1 -0.1 0.2 0.3142
C -31.35529 -5.12415 -26.08556 0.0 0.6 -1.0 -1.3072
H -23.14216 0.65564 -23.51993 0.9 0.0 0.4 0.3284
H -18.12586 -1.54618 -15.29363 -0.1 0.2 -0.4 0.3043
H -28.98364 -12.99845 -10.51050 -0.2 -0.1 -0.5 0.3238
H -36.02282 -2.31409 -11.02676 -0.1 0.0 0.1 0.2944
O -32.14284 -1.93916 -17.75194 -0.2 -0.1 -0.1 -0.6354
O -30.67985 0.08952 -11.24152 0.0 -0.2 -0.1 -0.6429
```
Forces are in eV/Å.

Summary:
* E_LUMO: -0.07 eV
* energy relative to the best compared isomer or geometry (same formula, charge and spin): 7.022 eV
* spin multiplicity: 1
* HOMO: -8.23 eV
* frontier orbital gap: 8.2 eV